DFT (wB97M-V/def2-TZVPD) results for a cluster of 2 separate species, C2H9N4O in total at a distorted geometry.

Positions of all 16 atoms, in Å:
N -0.583703 -2.835227 -1.474441
C -0.216997 -1.419036 -1.769951
O 0.134111 -0.671808 -0.680646
H -1.346683 -2.806771 -0.829876
H 0.242876 -3.287598 -1.030918
H 0.575072 -1.475295 -2.560466
H -1.073113 -0.954151 -2.328598
N 1.152291 1.634485 0.409617
C 0.248268 1.597027 1.459245
N -0.697890 0.623492 1.407641
N 0.163752 2.502306 2.395139
H 1.475751 2.582485 0.113106
H 0.936358 0.853799 -0.289037
H -0.600270 -0.113085 0.717136
H -1.402170 0.642534 2.155093
H 0.992341 3.126843 2.306958

Cartesian forces (eV/Å) of the 3 atoms listed first:
N 1.2 0.0 -0.8
C 0.2 0.6 0.1
O 0.1 -0.7 -0.8

Output
E: -10228.8348 eV
HOMO energy: -3.7 eV
Net charge: -1
Energy relative to the best compared isomer or geometry (same formula, charge and spin): 5.2 kcal per mole